Computed, not measured: a 2-piece molecular cluster, C17H20BrF3NOP overall, with the ωB97M-V functional and the def2-TZVPD basis.

Results
Gap between HOMO and LUMO = 0.340 Ha
2S+1 = 1
Calculated total energy = -4004.75971 Eh
HOMO energy = -8.711 eV
Charge = 0
SMILES = CC[C@H](Br)P(C[C@@H](O)C(F)(F)F)c1ccccc1.c1ccncc1

Each line ends with the natural charge from an NBO analysis.
CARTESIAN COORDINATES (ANGSTROEM)
C 1.062 0.301 0.182  -0.63
C 1.234 -0.477 -1.129  -0.45
C 0.015 -0.579 -2.045  -0.50
Br -0.658 1.204 -2.461  -0.01
P -1.372 -1.785 -1.596  0.81
C -2.622 -0.718 -0.754  -0.75
C -3.875 -1.497 -0.365  0.01
O -3.629 -2.697 0.328  -0.69
C -4.800 -0.614 0.454  0.95
F -4.213 -0.267 1.632  -0.34
F -5.952 -1.238 0.774  -0.32
F -5.127 0.518 -0.198  -0.32
C -0.656 -2.760 -0.234  -0.24
C -0.648 -2.375 1.106  -0.25
C -0.116 -3.206 2.075  -0.21
C 0.423 -4.436 1.719  -0.20
C 0.419 -4.832 0.393  -0.21
C -0.126 -4.002 -0.576  -0.23
H 1.814 1.082 0.273  0.24
H 1.180 -0.347 1.043  0.22
H 0.088 0.782 0.254  0.21
H 2.020 0.001 -1.715  0.21
H 1.588 -1.487 -0.925  0.22
H 0.357 -0.934 -3.012  0.23
H -2.191 -0.169 0.083  0.23
H -2.917 0.006 -1.510  0.26
H -4.417 -1.765 -1.271  0.21
H -3.486 -2.518 1.263  0.48
H -1.068 -1.426 1.402  0.21
H -0.119 -2.898 3.111  0.21
H 0.833 -5.083 2.481  0.22
H 0.823 -5.791 0.103  0.22
H -0.152 -4.320 -1.609  0.22
C 3.350 6.066 -0.303  -0.17
C 2.463 5.173 -0.882  -0.26
C 2.442 3.868 -0.414  0.03
N 3.230 3.422 0.562  -0.43
C 4.077 4.290 1.108  0.04
C 4.176 5.617 0.715  -0.26
H 3.397 7.094 -0.639  0.22
H 1.800 5.477 -1.680  0.22
H 1.760 3.140 -0.838  0.20
H 4.708 3.902 1.900  0.19
H 4.883 6.278 1.196  0.22

Computed, not measured: an isolated molecule of C17H20BrFN6O2, with the ωB97M-V functional and the def2-TZVPD basis.

Results
Gap between HOMO and LUMO = 0.336 Ha
2S+1 = 1
Calculated total energy = -3812.65835 Eh
HOMO energy = -9.168 eV
Relative energy (zero: lowest compared OMol25 entry of this formula, charge and spin) = 0.516 eV
Charge = 0
SMILES = O=C(NCC[C@@H](F)Cn1cc(C2(C3CC3)CC2)nn1)c1ncnc(O)c1Br

Each line ends with the natural charge from an NBO analysis.
CARTESIAN COORDINATES (ANGSTROEM)
O 1.078 2.028 0.253  -0.59
C 1.509 1.478 -0.740  0.64
N 1.543 0.131 -0.857  -0.62
C 1.004 -0.691 0.223  -0.22
C -0.514 -0.559 0.313  -0.47
C -1.222 -1.060 -0.924  0.20
F -1.266 -2.464 -0.903  -0.37
C -2.652 -0.532 -1.037  -0.24
N -2.584 0.908 -1.193  -0.17
C -2.843 1.889 -0.306  -0.10
C -2.367 3.031 -0.893  0.16
C -2.390 4.430 -0.405  -0.13
C -3.713 5.108 -0.603  -0.21
C -3.852 6.601 -0.667  -0.42
C -4.022 5.769 -1.914  -0.42
C -1.566 4.757 0.814  -0.40
C -1.102 5.189 -0.548  -0.41
N -1.827 2.678 -2.094  -0.25
N -1.980 1.407 -2.279  -0.09
C 1.976 2.345 -1.921  0.13
N 1.630 3.626 -1.750  -0.42
C 1.970 4.488 -2.678  0.28
N 2.640 4.228 -3.797  -0.50
C 2.983 2.974 -3.980  0.51
O 3.655 2.661 -5.090  -0.64
C 2.673 1.960 -3.056  -0.20
Br 3.270 0.227 -3.512  0.11
H 1.899 -0.305 -1.689  0.41
H 1.302 -1.721 0.039  0.21
H 1.450 -0.359 1.159  0.22
H -0.908 -1.109 1.172  0.22
H -0.726 0.499 0.453  0.25
H -0.692 -0.769 -1.833  0.18
H -3.148 -0.964 -1.903  0.23
H -3.220 -0.764 -0.137  0.21
H -3.309 1.700 0.646  0.23
H -4.544 4.593 -0.133  0.21
H -4.737 7.035 -0.225  0.21
H -2.963 7.208 -0.588  0.21
H -3.216 5.794 -2.634  0.22
H -5.015 5.667 -2.325  0.21
H -1.970 5.518 1.468  0.21
H -1.017 3.953 1.285  0.23
H -0.277 4.640 -0.973  0.25
H -1.149 6.240 -0.793  0.20
H 1.679 5.522 -2.527  0.19
H 3.765 3.485 -5.589  0.50

Computed, not measured: C17H20BrN4O4PtS as an isolated structure in a non-equilibrium geometry, with the ωB97M-V functional and the def2-TZVPD basis.

Results
Gap between HOMO and LUMO = 0.123 Ha
2S+1 = 1
Calculated total energy = -4270.05655 Eh
HOMO energy = -16.968 eV
Relative energy (zero: lowest compared OMol25 entry of this formula, charge and spin) = 0.000 eV
Charge = +3

Each line ends with the natural charge from an NBO analysis.
CARTESIAN COORDINATES (ANGSTROEM)
Pt -1.313 2.447 1.004  1.17
C 1.494 4.130 5.553  -0.65
C 0.231 3.947 4.772  0.03
C -0.983 4.488 5.213  -0.04
C -2.176 4.313 4.509  -0.23
C -2.063 3.587 3.361  0.16
Br -3.448 3.035 2.144  0.41
N -0.921 3.084 2.880  -0.52
C 0.226 3.240 3.576  0.08
H 1.315 3.931 6.609  0.27
H 1.841 5.161 5.464  0.28
H 2.284 3.470 5.203  0.25
H -1.005 5.055 6.137  0.28
H -3.120 4.710 4.859  0.30
H 1.120 2.808 3.147  0.25
C 1.884 -3.480 0.744  -0.62
C 1.644 -3.082 -0.706  -0.41
C 1.703 -1.573 -0.931  -0.23
N 0.672 -0.865 -0.127  -0.49
C -0.530 -0.463 -0.469  0.35
S -1.546 0.147 0.893  0.29
N -1.109 -0.523 -1.647  -0.61
C -0.392 -0.656 -3.022  0.69
O 0.131 0.362 -3.353  -0.50
C -0.508 -1.940 -3.662  -0.20
C 0.117 -2.087 -4.911  -0.12
C 0.045 -3.302 -5.562  -0.20
C -0.652 -4.357 -4.980  -0.10
C -1.285 -4.212 -3.749  -0.21
C -1.219 -3.003 -3.085  -0.17
H 1.919 -4.563 0.839  0.26
H 1.084 -3.136 1.406  0.19
H 2.835 -3.092 1.114  0.22
H 0.689 -3.469 -1.069  0.22
H 2.416 -3.509 -1.349  0.25
H 1.592 -1.299 -1.972  0.23
H 2.653 -1.169 -0.581  0.24
H 0.892 -0.774 0.856  0.44
H -2.021 -0.088 -1.722  0.45
H 0.637 -1.247 -5.353  0.25
H 0.529 -3.433 -6.520  0.26
H -0.715 -5.303 -5.501  0.25
H -1.832 -5.040 -3.320  0.25
H -1.746 -2.877 -2.148  0.21
O -1.592 2.441 -0.996  -0.44
N -0.305 2.686 -1.234  0.71
O 0.168 2.929 -2.247  -0.05
O 0.361 2.572 -0.068  -0.44

Computed, not measured: an isolated molecule of C17H20Cl2N4O4S in a non-equilibrium geometry, with the ωB97M-V functional and the def2-TZVPD basis.

Results
Gap between HOMO and LUMO = 0.296 Ha
2S+1 = 1
Calculated total energy = -2498.35671 Eh
HOMO energy = -8.787 eV
Relative energy (zero: lowest compared OMol25 entry of this formula, charge and spin) = 2.274 eV
Charge = 0
SMILES = CCN(CC)S(=O)(=O)c1cc(NC(=O)Cn2ncc(Cl)c(Cl)c2=O)ccc1C

Each line ends with the natural charge from an NBO analysis.
CARTESIAN COORDINATES (ANGSTROEM)
C -6.007 -0.178 -0.205  -0.61
C -5.004 0.543 -1.097  -0.22
N -3.664 0.519 -0.546  -0.69
C -3.391 1.376 0.592  -0.24
C -3.143 0.567 1.862  -0.61
S -2.412 0.514 -1.666  2.33
O -2.841 -0.251 -2.803  -0.95
O -1.927 1.842 -1.908  -0.94
C -1.151 -0.394 -0.764  -0.32
C -0.001 0.293 -0.429  -0.24
C 1.014 -0.363 0.261  0.22
N 2.206 0.257 0.646  -0.64
C 2.543 1.566 0.552  0.67
O 1.838 2.462 0.164  -0.57
C 3.971 1.838 1.080  -0.33
N 4.975 0.941 0.550  -0.20
N 4.890 -0.321 0.934  -0.21
C 5.738 -1.196 0.504  -0.02
C 6.789 -0.853 -0.385  -0.08
Cl 7.881 -2.062 -0.920  0.08
C 6.892 0.449 -0.785  -0.13
Cl 8.108 0.996 -1.847  0.10
C 5.949 1.460 -0.309  0.58
O 5.979 2.633 -0.594  -0.58
C 0.848 -1.709 0.584  -0.23
C -0.313 -2.374 0.243  -0.19
C -1.345 -1.730 -0.435  0.01
C -2.612 -2.438 -0.774  -0.65
H -6.979 -0.188 -0.690  0.22
H -5.694 -1.205 -0.033  0.21
H -6.105 0.324 0.755  0.20
H -5.336 1.578 -1.267  0.18
H -4.935 0.043 -2.064  0.24
H -2.507 1.977 0.358  0.23
H -4.230 2.062 0.744  0.20
H -2.945 1.242 2.692  0.21
H -4.011 -0.040 2.105  0.20
H -2.286 -0.088 1.734  0.21
H 0.091 1.328 -0.714  0.28
H 2.919 -0.363 1.022  0.42
H 3.949 1.752 2.170  0.23
H 4.251 2.853 0.791  0.28
H 5.612 -2.207 0.856  0.22
H 1.635 -2.232 1.109  0.21
H -0.424 -3.415 0.508  0.22
H -3.424 -2.040 -0.168  0.23
H -2.520 -3.507 -0.594  0.21
H -2.869 -2.259 -1.815  0.26

Computed, not measured: C17H20Cl3MoNO4S as an isolated structure in a non-equilibrium geometry, with the ωB97M-V functional and the def2-TZVPD basis.

Results
Gap between HOMO and LUMO (alpha / beta) = 0.199 / 0.212 Ha
2S+1 = 3
Calculated total energy = -2862.59737 Eh
HOMO energy (alpha / beta) = -0.832 / -1.186 eV
Expectation value of S² = 2.016
Relative energy (zero: lowest compared OMol25 entry of this formula, charge and spin) = 0.000 eV
Charge = -2

Each line ends with the natural charge from an NBO analysis.
CARTESIAN COORDINATES (ANGSTROEM)
C -0.785 0.931 -1.936  -0.09
C -0.953 -0.474 -2.218  0.00
C 0.326 -1.096 -2.149  -0.01
C -2.199 -1.132 -2.604  -0.74
C 1.303 -0.074 -1.814  -0.15
C 0.618 1.181 -1.793  0.03
C 1.261 2.518 -1.665  -0.63
C -1.835 1.970 -2.093  -0.63
C 0.609 -2.522 -2.493  -0.66
C 2.777 -0.250 -1.725  -0.63
Mo -0.081 -0.180 -0.007  1.03
Cl -2.628 -3.456 -0.946  -0.83
Cl -2.276 0.128 0.649  -0.39
Cl 1.196 -2.093 0.480  -0.40
H -3.089 -0.538 -2.413  0.21
H -2.309 -2.037 -1.909  0.31
H -2.157 -1.563 -3.617  0.20
H -0.191 -3.171 -2.114  0.29
H 1.555 -2.860 -2.065  0.22
H 0.668 -2.665 -3.581  0.19
H 3.026 -1.158 -1.178  0.25
H 3.217 0.581 -1.175  0.22
H 3.230 -0.306 -2.719  0.19
H 2.172 2.486 -1.064  0.23
H 0.592 3.258 -1.218  0.23
H 1.531 2.856 -2.670  0.19
H -2.816 1.606 -1.779  0.24
H -1.899 2.274 -3.147  0.19
H -1.602 2.844 -1.483  0.22
O 0.605 1.504 0.820  -1.00
H 0.227 1.713 1.736  0.48
O -1.682 -2.155 2.705  -0.57
C -0.885 -1.319 3.141  0.65
N -0.134 -0.408 2.432  -0.87
S 1.066 0.335 3.320  2.31
O 2.379 -0.091 2.949  -0.92
O 0.812 1.754 3.579  -0.97
C 0.568 -0.396 4.840  -0.29
C 1.156 -0.215 6.091  -0.21
C 0.603 -0.933 7.154  -0.22
C -0.514 -1.803 6.955  -0.24
C -1.072 -1.950 5.663  -0.17
C -0.567 -1.166 4.615  -0.10
H 2.025 0.468 6.193  0.22
H 1.035 -0.850 8.155  0.20
H -0.913 -2.395 7.780  0.20
H -1.857 -2.684 5.412  0.23